Entry 1:
{"formula": "C43H59AsMoN6SSe3Si2Te2", "method": "the ωB97M-V functional and the def2-TZVPD basis", "symbols": ["Mo", "C", "C", "C", "C", "C", "N", "C", "C", "C", "C", "C", "C", "C", "N", "C", "C", "C", "N", "C", "C", "N", "C", "C", "C", "N", "H", "H", "H", "H", "H", "H", "H", "H", "H", "H", "H", "H", "H", "H", "H", "H", "H", "H", "Se", "Se", "Te", "Se", "C", "As", "C", "C", "S", "H", "H", "H", "H", "H", "H", "H", "H", "H", "C", "C", "C", "C", "C", "C", "N", "C", "C", "C", "C", "C", "C", "H", "H", "H", "H", "H", "H", "H", "H", "H", "H", "C", "Si", "C", "C", "C", "Te", "C", "Si", "C", "C", "C", "H", "H", "H", "H", "H", "H", "H", "H", "H", "H", "H", "H", "H", "H", "H", "H", "H", "H", "H", "H", "H", "H"], "xyz": [[1.2893, 0.5903, -0.5370], [0.8128, 0.2160, -7.3296], [0.7834, 0.7064, -5.9073], [1.9441, 1.0643, -5.2398], [1.8812, 1.4812, -3.9268], [0.6885, 1.5270, -3.2220], [0.7112, 1.9382, -1.8455], [0.2220, 3.2418, -1.6310], [0.3809, 4.2155, -2.6208], [-0.0109, 5.5254, -2.4367], [-0.5826, 5.9347, -1.2377], [-1.0132, 7.3605, -1.0088], [-0.7741, 4.9718, -0.2632], [-0.4163, 3.6423, -0.4556], [-0.7551, 2.7165, 0.5748], [-1.6501, 2.9163, 1.5690], [-1.7018, 1.7816, 2.3367], [-0.7944, 0.9077, 1.7361], [-0.2353, 1.4730, 0.6727], [-0.4997, 1.1972, -3.8946], [-0.4185, 0.7900, -5.2231], [-1.7934, 1.2370, -3.2821], [-2.9415, 0.6745, -3.7643], [-3.9161, 0.8723, -2.8290], [-3.2689, 1.5778, -1.7931], [-1.9994, 1.7887, -2.0684], [1.6918, 0.5876, -7.8559], [-0.0764, 0.5359, -7.8739], [0.8436, -0.8760, -7.3544], [2.9024, 1.0190, -5.7443], [2.7784, 1.7841, -3.4074], [0.8467, 3.9262, -3.5526], [0.1504, 6.2447, -3.2323], [-0.5173, 8.0354, -1.7056], [-0.7855, 7.6857, 0.0072], [-2.0908, 7.4653, -1.1571], [-1.2030, 5.2801, 0.6820], [-2.2246, 3.8207, 1.6494], [-2.3073, 1.5978, 3.2078], [-0.5367, -0.1020, 2.0121], [-1.3191, 0.5251, -5.7555], [-2.9926, 0.1512, -4.7003], [-4.9445, 0.5553, -2.8813], [-3.6752, 1.9270, -0.8546], [-0.4519, -1.0678, -1.2566], [0.3026, -2.1968, -3.1761], [2.6800, -2.7581, -2.6070], [3.3038, -0.5059, -1.7031], [3.2107, -2.7442, 3.7565], [3.4243, -2.4426, 1.8547], [4.1544, -4.0720, 1.1383], [4.8166, -1.1266, 1.6910], [1.6000, -1.9763, 0.9061], [3.7191, -3.6589, 4.0569], [2.1478, -2.8286, 3.9640], [3.6219, -1.8926, 4.2955], [5.0845, -4.3071, 1.6547], [4.3317, -3.9235, 0.0777], [3.4307, -4.8720, 1.2703], [5.6923, -1.4438, 2.2584], [4.4396, -0.1800, 2.0752], [5.0584, -1.0161, 0.6371], [4.2541, 4.8082, -1.3842], [4.8287, 3.5464, -1.4688], [4.3005, 2.4873, -0.7411], [3.1687, 2.6639, 0.0530], [2.6351, 3.9463, 0.1732], [3.1641, 5.0063, -0.5457], [2.5998, 1.5612, 0.7725], [2.7758, 1.6120, 2.1620], [3.5986, 2.5811, 2.7716], [3.7673, 2.6222, 4.1471], [3.1341, 1.7115, 4.9813], [2.3381, 0.7358, 4.3964], [2.1726, 0.6778, 3.0203], [4.6665, 5.6326, -1.9539], [5.7012, 3.3853, -2.0915], [4.7629, 1.5110, -0.7749], [1.8134, 4.1120, 0.8566], [2.7200, 5.9917, -0.4538], [4.1165, 3.3063, 2.1608], [4.4092, 3.3847, 4.5743], [3.2713, 1.7545, 6.0541], [1.8294, 0.0054, 5.0181], [1.5760, -0.1135, 2.5974], [-6.0414, -3.1381, 0.7684], [-5.5050, -2.3073, 2.3567], [-6.7498, -2.6319, 3.7219], [-5.3760, -0.4557, 2.0894], [-3.8377, -2.9969, 2.8752], [-2.2605, -2.5217, 1.4678], [-2.4861, -4.2479, 0.2125], [-1.1884, -5.5833, 0.4894], [-1.9867, -7.2292, 0.0729], [-0.5998, -5.6023, 2.2697], [0.2880, -5.2646, -0.6032], [-7.0456, -2.8238, 0.4683], [-6.0504, -4.2278, 0.8797], [-5.3505, -2.8834, -0.0415], [-7.7439, -2.2583, 3.4544], [-6.4435, -2.1353, 4.6479], [-6.8395, -3.7033, 3.9288], [-6.2083, -0.0798, 1.4859], [-4.4462, -0.2117, 1.5677], [-5.3876, 0.0825, 3.0442], [-3.8540, -4.0847, 2.9978], [-3.5165, -2.5719, 3.8317], [-2.4239, -3.8665, -0.8105], [-3.5001, -4.6186, 0.3747], [-2.8375, -7.4276, 0.7324], [-1.2790, -8.0574, 0.1761], [-2.3553, -7.2282, -0.9580], [-1.4283, -5.4812, 2.9749], [0.0931, -4.7722, 2.4300], [-0.0863, -6.5403, 2.5054], [0.0000, -5.1546, -1.6532], [1.0201, -6.0758, -0.5322], [0.7738, -4.3301, -0.2999]], "lowdin_spin": [1.705, 0.001, 0.004, 0.000, 0.004, 0.008, -0.025, 0.005, -0.005, 0.001, -0.004, -0.001, 0.001, -0.003, 0.003, 0.014, 0.001, 0.019, 0.012, 0.002, -0.001, 0.001, 0.001, 0.000, 0.000, 0.000, 0.000, 0.000, 0.000, 0.000, 0.001, 0.000, 0.000, 0.000, 0.000, 0.000, 0.000, 0.001, 0.000, 0.001, 0.000, 0.000, 0.000, 0.000, -0.020, 0.043, 0.038, 0.043, 0.000, 0.001, 0.000, 0.001, -0.003, 0.000, 0.000, 0.000, 0.000, 0.000, 0.000, 0.000, 0.000, 0.001, 0.010, -0.001, 0.011, 0.007, 0.010, -0.001, 0.071, 0.002, 0.013, -0.001, 0.017, -0.001, 0.015, 0.001, 0.000, -0.001, 0.000, 0.000, 0.001, -0.001, 0.001, 0.000, 0.001, 0.000, 0.000, 0.000, 0.000, 0.000, -0.001, 0.000, 0.000, 0.000, 0.000, 0.001, 0.000, 0.000, 0.000, 0.000, 0.000, 0.000, 0.000, 0.000, 0.000, 0.000, 0.000, 0.000, 0.000, 0.000, 0.000, 0.000, 0.000, 0.000, 0.000, 0.000, 0.000, 0.000], "lumo_ha": [-0.0238, -0.0274], "total_energy_ev": -354403.22282, "largest_force_ev_per_a": 0.7, "multiplicity": 3, "homo_energy_ev": [-6.441, -6.520], "total_charge": 0, "homo_lumo_gap_ev": [5.79, 5.77], "e_above_lowest_kcal_mol": 15.37}

=====

Entry 2:
{"formula": "C58H44AsIN2O2PSSn", "method": "the ωB97M-V functional and the def2-TZVPD basis", "symbols": ["Sn", "I", "C", "C", "C", "C", "C", "C", "C", "C", "C", "C", "H", "H", "H", "H", "H", "H", "O", "C", "C", "C", "C", "C", "C", "C", "P", "C", "C", "C", "C", "C", "C", "C", "C", "C", "C", "C", "C", "H", "H", "H", "H", "H", "H", "H", "H", "H", "H", "H", "H", "H", "H", "O", "N", "C", "C", "C", "C", "C", "S", "H", "H", "H", "H", "N", "C", "C", "C", "C", "C", "C", "H", "H", "H", "H", "H", "H", "H", "C", "C", "C", "C", "C", "C", "As", "C", "C", "C", "C", "C", "C", "C", "C", "C", "C", "C", "C", "H", "H", "H", "H", "H", "H", "H", "H", "H", "H", "H", "H", "H"], "xyz": [[0.2619, 0.3216, 0.3195], [3.5591, -0.7654, 1.1752], [4.0765, -0.4890, -0.8430], [5.3534, -0.8963, -1.1355], [5.8768, -0.7588, -2.4322], [5.0952, -0.2013, -3.3979], [3.7756, 0.2255, -3.1167], [3.0281, 0.8037, -4.1699], [1.7565, 1.2229, -3.9418], [1.1864, 1.0604, -2.6619], [1.8309, 0.5064, -1.5727], [3.1926, 0.0858, -1.8122], [5.9665, -1.3258, -0.3551], [6.8856, -1.0915, -2.6451], [5.4668, -0.0720, -4.4090], [3.4949, 0.8976, -5.1449], [1.1672, 1.6730, -4.7333], [0.1609, 1.3966, -2.5510], [-2.2283, -0.2082, -1.4657], [-1.5139, 0.7560, -1.0474], [-1.8920, 2.1123, -1.3274], [-3.0420, 2.3753, -2.1391], [-3.4399, 3.6421, -2.4533], [-2.7280, 4.7741, -1.9723], [-1.6169, 4.5558, -1.1781], [-1.1739, 3.2713, -0.8558], [0.2246, 3.0053, 0.2241], [1.7536, 3.5950, -0.5988], [1.7539, 4.3926, -1.7371], [2.9503, 4.7294, -2.3578], [4.1566, 4.2732, -1.8458], [4.1646, 3.4774, -0.7073], [2.9698, 3.1384, -0.0924], [0.0438, 4.2305, 1.5701], [-1.2308, 4.5037, 2.0650], [-1.3995, 5.3871, 3.1193], [-0.3012, 6.0095, 3.6976], [0.9687, 5.7432, 3.2100], [1.1396, 4.8594, 2.1527], [-3.5872, 1.5106, -2.4985], [-4.3202, 3.7881, -3.0730], [-3.0559, 5.7805, -2.2020], [-1.0791, 5.4089, -0.7728], [0.8105, 4.7187, -2.1582], [2.9365, 5.3338, -3.2575], [5.0874, 4.5178, -2.3443], [5.0985, 3.0890, -0.3182], [2.9718, 2.4769, 0.7692], [-2.0860, 4.0081, 1.6303], [-2.3969, 5.5785, 3.4970], [-0.4356, 6.6960, 4.5260], [1.8353, 6.2189, 3.6548], [2.1381, 4.6596, 1.7892], [0.6475, 1.8311, 3.2528], [-0.0045, 0.9920, 3.9871], [0.6215, 0.4663, 5.0696], [0.0127, -0.4050, 5.9381], [-1.3129, -0.7623, 5.6939], [-1.9436, -0.2401, 4.5897], [-1.3124, 0.6385, 3.6857], [-2.0696, 1.2259, 2.2766], [1.6384, 0.8158, 5.1677], [0.5720, -0.7889, 6.7808], [-1.8380, -1.4497, 6.3460], [-2.9653, -0.5056, 4.3575], [-0.3071, -2.0847, -2.7090], [0.2101, -3.3122, -2.3263], [1.5167, -3.4196, -1.8308], [2.0470, -4.6507, -1.4894], [1.3005, -5.8144, -1.6358], [0.0059, -5.7151, -2.1274], [-0.5363, -4.4877, -2.4715], [-1.2718, -1.8890, -2.4527], [0.2443, -1.2915, -2.4031], [2.1021, -2.5180, -1.6974], [3.0534, -4.6954, -1.0880], [1.7112, -6.7750, -1.3500], [-0.6052, -6.6057, -2.2319], [-1.5537, -4.4243, -2.8430], [-5.3924, -2.1817, 4.1648], [-4.3737, -3.1099, 4.3193], [-3.3559, -3.1961, 3.3756], [-3.3469, -2.3518, 2.2719], [-4.3616, -1.4069, 2.1330], [-5.3843, -1.3299, 3.0664], [-1.9836, -2.3752, 0.8444], [-2.9659, -3.7201, -0.1845], [-3.9332, -3.4668, -1.1428], [-4.5178, -4.5299, -1.8224], [-4.1265, -5.8348, -1.5448], [-3.1438, -6.0887, -0.5967], [-2.5509, -5.0307, 0.0832], [-1.4406, -5.1318, 1.0532], [-0.8212, -6.3057, 1.4692], [0.2451, -6.2448, 2.3547], [0.7102, -5.0183, 2.8152], [0.0981, -3.8411, 2.4018], [-0.9835, -3.9002, 1.5366], [-6.1827, -2.1106, 4.9033], [-4.3617, -3.7680, 5.1809], [-2.5658, -3.9240, 3.5107], [-4.3300, -0.7034, 1.3091], [-6.1609, -0.5835, 2.9496], [-4.2049, -2.4431, -1.3763], [-5.2683, -4.3403, -2.5806], [-4.5814, -6.6596, -2.0809], [-2.8314, -7.1090, -0.4042], [-1.1559, -7.2664, 1.0942], [0.7324, -7.1594, 2.6722], [1.5602, -4.9777, 3.4858], [0.4645, -2.8791, 2.7442]], "lowdin_spin": [0.001, -0.001, 0.000, 0.000, 0.000, 0.000, 0.000, 0.000, 0.001, 0.008, 0.002, 0.000, 0.000, 0.000, 0.000, 0.000, 0.000, 0.005, 0.211, 0.177, 0.148, 0.057, 0.041, 0.139, 0.008, 0.129, 0.025, 0.008, 0.002, 0.000, 0.000, 0.001, 0.001, 0.006, 0.003, 0.000, 0.000, 0.000, 0.001, 0.005, 0.000, 0.013, -0.003, 0.001, 0.000, 0.000, 0.000, 0.000, 0.001, 0.000, 0.000, 0.000, 0.000, 0.001, 0.001, 0.000, 0.001, 0.000, 0.001, 0.001, 0.003, 0.000, 0.000, 0.000, 0.000, 0.001, 0.000, 0.000, 0.000, 0.000, 0.000, 0.000, 0.000, 0.000, 0.000, 0.000, 0.000, 0.000, 0.000, 0.000, 0.000, 0.000, 0.000, 0.000, 0.000, 0.000, 0.000, 0.000, 0.000, 0.000, 0.000, 0.000, 0.000, 0.000, 0.000, 0.000, 0.000, 0.000, 0.000, 0.000, 0.000, 0.000, 0.000, 0.000, 0.000, 0.000, 0.000, 0.000, 0.000, 0.000, 0.000], "lumo_ha": [0.1405, 0.1405], "total_energy_ev": -162829.46338, "largest_force_ev_per_a": 0.2, "multiplicity": 2, "homo_energy_ev": [0.305, -1.052], "total_charge": -2, "homo_lumo_gap_ev": [3.52, 4.88], "e_above_lowest_kcal_mol": 0.00}

=====

Entry 3:
{"formula": "CH8FFe2O7", "method": "the ωB97M-V functional and the def2-TZVPD basis", "symbols": ["Fe", "Fe", "F", "C", "O", "O", "O", "O", "H", "H", "O", "H", "H", "O", "H", "H", "O", "H", "H"], "xyz": [[-2.1538, -7.1628, -27.6148], [-4.3730, -9.1853, -25.5313], [-2.7433, -9.1436, -26.8826], [-4.7519, -6.2340, -26.3416], [-5.3703, -5.2923, -25.7962], [-5.0717, -7.4168, -26.1377], [-3.6064, -6.0559, -26.8139], [-5.5223, -10.0408, -27.0628], [-6.0621, -10.7811, -27.3401], [-5.4543, -9.4884, -27.8415], [-0.2997, -10.6433, -26.8648], [-0.3121, -10.6605, -25.9079], [-1.1801, -10.3595, -27.1112], [-3.2604, -10.9311, -24.6748], [-2.9092, -11.7096, -25.1072], [-2.7442, -10.8485, -23.8730], [-2.9742, -11.5959, -28.2238], [-2.6679, -11.5222, -29.1276], [-2.9834, -10.6954, -27.8993]], "lowdin_spin": [4.529, 3.759, 0.191, 0.033, 0.036, 0.119, 0.217, 0.035, 0.004, 0.002, 0.023, 0.001, 0.008, 0.031, 0.002, 0.002, 0.006, 0.001, 0.002], "lumo_ha": [-0.0502, -0.0595], "total_energy_ev": -86989.81271, "largest_force_ev_per_a": 7.8, "multiplicity": 10, "homo_energy_ev": [-6.498, -7.907], "total_charge": 0, "homo_lumo_gap_ev": [5.13, 6.29]}

=====

Entry 4:
{"formula": "C8H17N2", "method": "the ωB97M-V functional and the def2-TZVPD basis", "symbols": ["C", "N", "C", "N", "C", "C", "C", "C", "C", "C", "H", "H", "H", "H", "H", "H", "H", "H", "H", "H", "H", "H", "H", "H", "H", "H", "H"], "xyz": [[0.9734, 3.0166, 1.4042], [0.7837, 1.9970, 0.3879], [0.2949, 2.0487, -0.8021], [-0.0154, 0.8974, -1.3493], [0.6388, -0.2002, -0.5865], [-0.4324, -1.3018, -0.2070], [0.1924, -2.4586, 0.5882], [-0.9344, -1.7539, -1.5867], [-1.6514, -0.7057, 0.4896], [1.1514, 0.5594, 0.6255], [0.4712, 2.8257, 2.2538], [0.4849, 3.8928, 0.9878], [2.0669, 2.9176, 1.7372], [0.1033, 3.0800, -1.1158], [-0.5973, 0.7270, -2.1819], [1.5771, -0.5505, -1.1043], [-0.4959, -3.0110, 1.1000], [0.8505, -2.2941, 1.4401], [0.7224, -3.1074, -0.1943], [-0.8983, -2.7969, -1.6727], [-1.9735, -1.6117, -1.7929], [-0.3114, -1.3587, -2.4310], [-2.3944, -1.4642, 0.3028], [-1.9975, 0.3235, -0.0719], [-1.4427, -0.3891, 1.4637], [0.6819, 0.3347, 1.6635], [2.1517, 0.3832, 0.6521]], "lowdin_charge": [0.026, -0.088, -0.077, 0.111, -0.203, -0.533, -0.021, -0.052, -0.033, -0.043, 0.053, 0.110, 0.146, 0.180, 0.176, 0.179, 0.052, 0.088, 0.124, 0.068, 0.081, 0.103, 0.090, 0.143, 0.053, 0.169, 0.099], "smiles": "C[N+]1=CN[C@H](C(C)(C)C)C1", "lumo_ha": -0.1119, "total_energy_ev": -11544.04310, "largest_force_ev_per_a": 4.5, "homo_energy_ev": -13.864, "total_charge": 1, "homo_lumo_gap_ev": 10.82, "e_above_lowest_kcal_mol": 49.62}